1.
{"formula": "C23H24BrN3O4S", "method": "ωB97M-V/def2-TZVPD", "species": ["O", "C", "N", "H", "C", "H", "H", "C", "N", "C", "C", "H", "H", "C", "H", "H", "C", "H", "H", "H", "H", "C", "C", "C", "C", "O", "H", "H", "H", "H", "C", "C", "C", "C", "C", "C", "H", "H", "H", "S", "O", "O", "N", "C", "C", "C", "C", "C", "C", "H", "H", "Br", "H", "H", "H", "H"], "coordinates": [[-0.503, -2.831, 2.717], [0.034, -2.281, 1.777], [-0.644, -1.761, 0.730], [-0.183, -1.150, 0.073], [-2.083, -1.669, 0.708], [-2.462, -2.129, 1.623], [-2.473, -2.216, -0.155], [-2.504, -0.193, 0.632], [-1.822, 0.437, -0.498], [-2.279, 0.045, -1.835], [-2.721, 1.333, -2.532], [-3.764, 1.550, -2.296], [-2.610, 1.283, -3.613], [-1.812, 2.369, -1.879], [-0.812, 2.310, -2.311], [-2.180, 3.388, -1.977], [-1.797, 1.898, -0.428], [-0.907, 2.217, 0.120], [-2.682, 2.287, 0.093], [-1.431, -0.401, -2.371], [-3.080, -0.693, -1.796], [-3.996, -0.054, 0.599], [-4.818, 0.873, 1.172], [-6.133, 0.557, 0.752], [-6.015, -0.536, -0.047], [-4.728, -0.912, -0.149], [-6.738, -1.118, -0.581], [-7.034, 1.073, 1.012], [-4.528, 1.672, 1.825], [-2.136, 0.318, 1.529], [1.525, -2.147, 1.683], [2.203, -2.099, 0.470], [3.578, -1.976, 0.473], [4.303, -1.909, 1.645], [3.631, -1.980, 2.856], [2.252, -2.099, 2.871], [1.710, -2.164, 3.802], [4.182, -1.943, 3.783], [5.376, -1.814, 1.590], [4.419, -1.868, -1.105], [5.795, -1.557, -0.887], [4.074, -2.976, -1.941], [3.644, -0.556, -1.829], [3.368, 0.615, -1.145], [4.224, 1.039, -0.129], [3.951, 2.196, 0.573], [2.828, 2.940, 0.252], [1.980, 2.547, -0.769], [2.246, 1.381, -1.459], [1.586, 1.064, -2.253], [1.120, 3.149, -1.020], [2.439, 4.529, 1.225], [4.613, 2.522, 1.361], [5.109, 0.463, 0.084], [2.995, -0.827, -2.550], [1.688, -2.192, -0.473]], "atomic_forces_ev_per_a": [[0.0, -0.1, 0.3], [0.1, 0.0, -0.3], [-0.1, 0.1, -0.3], [0.1, 0.1, 0.1], [-0.1, 0.1, 0.2], [0.0, 0.0, -0.2], [-0.1, 0.0, 0.1], [0.0, -0.4, -0.2], [0.0, 0.1, 0.1], [0.0, -0.2, -0.4], [0.1, -0.1, 0.1], [0.0, 0.0, 0.0], [-0.1, 0.0, 0.0], [-0.1, -0.1, 0.2], [0.1, 0.0, 0.0], [0.1, 0.1, 0.0], [0.2, 0.2, 0.1], [-0.1, 0.1, 0.0], [0.0, 0.0, 0.0], [-0.1, 0.0, -0.1], [0.1, 0.0, 0.0], [0.2, 0.8, 0.7], [0.4, -0.4, -0.2], [-0.1, -0.4, -0.4], [-0.7, 0.5, 0.3], [0.3, -0.3, -0.1], [0.0, -0.1, -0.1], [-0.2, 0.0, 0.0], [0.2, 0.1, 0.1], [-0.1, -0.1, -0.1], [0.3, 0.0, 0.0], [-0.3, -0.1, 0.2], [0.5, 0.0, -0.4], [0.1, 0.0, 0.0], [-0.1, 0.0, -0.1], [-0.1, 0.0, 0.0], [0.0, 0.0, 0.1], [0.0, 0.0, 0.1], [0.1, 0.0, 0.1], [-0.6, 0.3, -0.3], [-0.1, 0.2, 0.3], [-0.2, -0.1, 0.0], [0.5, -1.0, -0.1], [0.0, 0.8, 0.5], [-0.1, 0.1, -0.1], [-0.2, 0.1, 0.0], [0.0, 0.2, 0.1], [0.1, 0.1, 0.1], [0.2, -0.3, 0.0], [-0.1, -0.1, -0.1], [-0.1, 0.0, 0.0], [0.0, -0.1, -0.1], [0.0, 0.0, 0.1], [0.1, 0.1, 0.1], [0.0, -0.2, 0.0], [-0.2, 0.0, -0.1]], "nbo_charge": [-0.616, 0.642, -0.610, 0.413, -0.232, 0.247, 0.202, -0.079, -0.467, -0.234, -0.413, 0.206, 0.216, -0.410, 0.192, 0.221, -0.219, 0.201, 0.179, 0.178, 0.213, 0.258, -0.301, -0.313, 0.086, -0.416, 0.205, 0.231, 0.230, 0.225, -0.054, -0.201, -0.338, -0.167, -0.211, -0.155, 0.240, 0.225, 0.244, 2.317, -0.921, -0.927, -0.869, 0.233, -0.274, -0.200, -0.106, -0.211, -0.274, 0.213, 0.229, 0.049, 0.231, 0.243, 0.419, 0.230], "de_lowest_kcal_mol": 5.4, "gap_ev": 8.98, "total_energy_ev": -117778.3278, "fmax_ev_per_a": 1.1, "smiles": "O=C(NC[C@H](c1ccco1)N1CCCC1)c1cccc(S(=O)(=O)Nc2ccc(Br)cc2)c1", "lumo_ev": 0.3, "charge": 0}

---

2.
{"formula": "C3H8NO", "method": "ωB97M-V/def2-TZVPD", "species": ["C", "N", "H", "H", "H", "H", "C", "C", "O", "H", "H", "H", "H"], "coordinates": [[-1.280, 1.176, -1.350], [-1.344, 0.479, -0.279], [-0.339, 1.544, -1.730], [-2.117, 1.246, -2.043], [-2.257, 0.070, -0.099], [-0.560, -0.169, -0.056], [0.729, -0.746, 1.597], [1.316, -1.016, 0.445], [1.524, -0.067, -0.545], [0.547, -1.485, 2.362], [0.362, 0.227, 1.889], [1.478, -1.989, -0.002], [1.943, 0.731, -0.189]], "atomic_forces_ev_per_a": [[0.3, -0.6, -0.8], [-0.7, -1.1, -1.7], [0.3, -0.1, 0.3], [-0.4, 0.7, 0.7], [0.0, 0.1, 0.4], [0.3, 1.1, 1.0], [-0.3, -0.2, 0.7], [-0.5, 0.1, -1.0], [0.2, 0.5, 0.1], [0.1, -0.4, -0.2], [0.5, 0.4, -0.1], [0.3, -0.2, 0.6], [-0.1, -0.2, 0.1]], "nbo_charge": [0.197, -0.613, 0.231, 0.231, 0.429, 0.480, -0.504, 0.114, -0.734, 0.247, 0.208, 0.214, 0.500], "de_lowest_kcal_mol": 44.0, "gap_ev": 8.04, "total_energy_ev": -6769.2630, "fmax_ev_per_a": 2.2, "lumo_ev": -5.9, "charge": 1}

---

3.
{"formula": "C27H33FN2P", "method": "ωB97M-V/def2-TZVPD", "species": ["F", "C", "C", "C", "C", "C", "C", "C", "C", "C", "C", "C", "C", "C", "H", "H", "H", "H", "H", "H", "H", "H", "H", "H", "C", "C", "C", "C", "N", "P", "H", "N", "C", "C", "C", "C", "C", "C", "C", "C", "C", "C", "H", "H", "H", "H", "H", "H", "H", "H", "H", "H", "H", "H", "H", "H", "H", "H", "H", "H", "H", "H", "H", "H"], "coordinates": [[3.485, -2.785, 4.213], [2.696, -1.660, 4.146], [1.965, -1.308, 5.281], [1.187, -0.140, 5.196], [1.222, 0.665, 4.061], [2.097, 0.382, 2.973], [2.318, 1.389, 1.988], [3.455, 1.465, 1.122], [3.496, 2.467, 0.102], [4.676, 2.779, -0.566], [5.830, 2.000, -0.361], [5.789, 0.932, 0.545], [4.643, 0.684, 1.295], [2.720, -0.902, 2.979], [2.011, -1.911, 6.184], [0.563, 0.147, 6.048], [0.591, 1.551, 3.995], [1.759, 2.321, 2.137], [2.574, 3.014, -0.113], [4.716, 3.637, -1.245], [6.755, 2.231, -0.892], [6.671, 0.301, 0.710], [4.696, -0.073, 2.079], [3.251, -1.278, 2.114], [-2.906, 1.112, 3.500], [-3.042, 2.328, 2.587], [-3.522, 1.850, 1.218], [-4.039, 3.335, 3.150], [-1.716, 2.971, 2.439], [-0.919, 3.136, 0.938], [0.209, 2.141, 1.195], [-0.133, 4.549, 1.447], [0.285, 5.648, 0.537], [-0.367, 6.956, 0.964], [-0.190, 5.337, -0.880], [1.803, 5.793, 0.563], [-0.227, 4.714, 2.845], [-1.145, 3.807, 3.412], [-1.403, 3.817, 4.786], [-0.684, 4.710, 5.594], [0.239, 5.596, 5.035], [0.454, 5.632, 3.649], [-2.619, 1.386, 4.518], [-3.868, 0.587, 3.534], [-2.151, 0.425, 3.102], [-3.659, 2.683, 0.518], [-2.836, 1.118, 0.781], [-4.492, 1.357, 1.352], [-4.065, 4.242, 2.534], [-5.037, 2.888, 3.147], [-3.807, 3.613, 4.180], [0.007, 7.321, 1.920], [-0.127, 7.718, 0.217], [-1.456, 6.855, 1.012], [0.224, 4.401, -1.271], [-1.285, 5.298, -0.937], [0.151, 6.153, -1.528], [2.288, 4.958, 0.049], [2.069, 6.717, 0.038], [2.194, 5.840, 1.584], [-2.158, 3.160, 5.211], [-0.873, 4.718, 6.667], [0.793, 6.289, 5.670], [1.126, 6.367, 3.205]], "atomic_forces_ev_per_a": [[-1.0, 1.1, -0.2], [0.8, -0.6, -0.3], [-0.1, 0.8, -0.6], [0.0, -0.2, 0.1], [0.2, 0.2, 0.0], [-0.8, -1.0, 0.3], [0.9, 0.2, 0.9], [0.5, 0.0, -0.8], [0.1, 0.2, 0.5], [-0.1, -0.2, 0.0], [-0.5, 0.0, 0.2], [-0.1, -0.1, 0.1], [0.0, 0.1, 0.0], [0.1, 0.1, 0.6], [-0.1, 0.0, -0.2], [0.2, -0.1, -0.4], [0.2, 0.0, 0.2], [0.1, -0.5, -0.3], [0.4, -0.1, 0.1], [-0.1, -0.5, 0.2], [-0.3, 0.0, 0.2], [-0.4, 0.4, -0.1], [0.1, 0.5, -0.3], [-0.1, -0.1, 0.2], [-0.1, -0.3, 0.0], [0.2, 0.0, 0.0], [-0.3, 0.0, 0.0], [-0.3, 0.0, 0.0], [0.0, 0.2, -0.2], [0.3, -0.6, 0.1], [-0.6, 0.4, -0.2], [0.0, 0.2, 0.1], [-0.2, -0.2, 0.2], [-0.1, 0.4, -0.1], [0.0, 0.2, -0.2], [0.2, 0.1, -0.2], [0.3, 0.1, 0.2], [0.0, -0.1, 0.3], [0.4, 0.3, -0.1], [-0.1, 0.0, -0.2], [0.0, 0.1, -0.2], [-0.2, -0.4, 0.3], [-0.1, -0.1, -0.2], [0.2, 0.0, 0.1], [-0.1, 0.1, 0.0], [0.0, -0.2, 0.1], [0.0, 0.1, 0.0], [0.2, 0.1, -0.1], [0.0, -0.2, 0.1], [0.1, 0.1, 0.0], [-0.1, 0.0, -0.2], [-0.2, 0.0, -0.1], [-0.1, 0.0, 0.1], [0.1, 0.0, 0.1], [-0.1, 0.1, 0.1], [0.3, -0.1, 0.0], [-0.1, -0.2, 0.0], [-0.1, 0.2, 0.1], [0.1, -0.1, 0.1], [0.0, 0.0, -0.2], [0.4, 0.2, 0.0], [0.1, 0.0, -0.3], [-0.2, -0.2, -0.2], [-0.1, -0.4, 0.4]], "nbo_charge": [-0.312, 0.385, -0.170, -0.200, -0.104, -0.157, 0.103, -0.092, -0.118, -0.226, -0.101, -0.225, -0.131, -0.201, 0.259, 0.244, 0.248, 0.250, 0.224, 0.242, 0.240, 0.243, 0.227, 0.248, -0.615, 0.140, -0.626, -0.623, -0.739, 1.075, -0.167, -0.772, 0.136, -0.623, -0.624, -0.609, 0.191, 0.102, -0.251, -0.217, -0.219, -0.259, 0.206, 0.223, 0.210, 0.227, 0.215, 0.231, 0.221, 0.224, 0.218, 0.219, 0.222, 0.222, 0.210, 0.229, 0.229, 0.192, 0.223, 0.215, 0.220, 0.225, 0.226, 0.219], "de_lowest_kcal_mol": 0.0, "gap_ev": 4.14, "total_energy_ev": -43513.8703, "fmax_ev_per_a": 1.5, "lumo_ev": -5.7, "charge": 1}

---

4.
{"formula": "C4H7NO", "method": "ωB97M-V/def2-TZVPD", "species": ["O", "C", "C", "C", "C", "N", "H", "H", "H", "H", "H", "H", "H"], "coordinates": [[1.621, 0.354, 1.007], [1.115, 0.354, -0.313], [0.036, -0.723, -0.512], [-1.328, -0.655, 0.244], [-1.541, 0.768, 0.532], [-1.459, 1.919, 0.638], [2.047, 1.209, 1.156], [1.906, 0.086, -1.030], [0.766, 1.357, -0.595], [0.528, -1.678, -0.314], [-0.185, -0.679, -1.583], [-1.366, -1.262, 1.160], [-2.141, -1.050, -0.389]], "atomic_forces_ev_per_a": [[0.0, 0.1, 0.1], [-0.2, 0.0, -0.4], [0.3, -0.1, -0.2], [0.2, 0.2, 0.0], [0.1, 1.0, 0.1], [-0.5, -1.2, 0.0], [-0.1, -0.3, 0.1], [0.0, 0.0, 0.1], [-0.2, -0.3, 0.1], [-0.2, -0.1, 0.0], [0.0, -0.2, 0.1], [0.3, 0.4, -0.2], [0.4, 0.3, 0.2]], "nbo_charge": [-0.725, -0.064, -0.405, -0.514, 0.296, -0.345, 0.476, 0.163, 0.181, 0.220, 0.214, 0.253, 0.249], "de_lowest_kcal_mol": 30.5, "gap_ev": 11.34, "total_energy_ev": -7798.3200, "fmax_ev_per_a": 1.2, "smiles": "N#CCCCO", "lumo_ev": 0.9, "charge": 0}

---

The records above yield HOMO values of -8.73, -13.99, -9.87, -10.48 eV, respectively.